Arrangement A

The following is a quantum chemistry calculation of the molecule C2H4N2O3, from the OMol25 dataset.

Positions of all 11 atoms, in Å:
C -1.02 0.06 0.10
C 0.55 -0.03 0.28
N 1.58 0.76 -0.17
O -0.44 0.49 1.27
O -1.80 0.98 -0.49
N 0.53 -1.40 0.27
O -1.37 -1.23 -0.09
H -2.23 0.54 -1.24
H 2.51 0.38 -0.07
H 1.44 1.23 -1.05
H 0.27 -1.78 1.19

As for the HOMO energy (spin up / spin down): -8.984 / -8.980 eV. The gap between HOMO and LUMO (spin up / spin down) is 7.67 / 7.67 eV.

Atomic partial charges in e from the natural (NBO) method, atoms 1 to 8: number 1, C, carries 0.815; number 2, C, carries 0.297; number 3, N, carries -0.813; number 4, O, carries -0.483; number 5, O, carries -0.637; number 6, N, carries -0.262; number 7, O, carries -0.574; number 8, H, carries 0.502

***

Arrangement B

The following is a quantum chemistry calculation of the molecule C2H4N2O3, from the OMol25 dataset.

Positions of all 11 atoms, in Å:
O -2.49 0.28 0.09
N -1.57 -0.68 -0.07
C -0.29 -0.33 -0.03
N 0.16 0.99 0.27
O 1.48 0.92 -0.44
C 1.90 -0.35 0.36
O 0.88 -1.06 -0.22
H -3.24 -0.09 -0.12
H -0.55 1.78 -0.07
H 2.98 -0.70 -0.04
H 2.02 -0.20 1.50

As for the HOMO energy: -8.883 eV. As for the SMILES: O/N=C1\NOCO1. The gap between HOMO and LUMO is 9.76 eV.

Atomic partial charges in e from the natural (NBO) method, atoms 1 to 8: number 1, O, carries -0.541; number 2, N, carries -0.229; number 3, C, carries 0.580; number 4, N, carries -0.406; number 5, O, carries -0.400; number 6, C, carries 0.191; number 7, O, carries -0.479; number 8, H, carries 0.471

***

Arrangement C

The following is a quantum chemistry calculation of the molecule C2H4N2O3, from the OMol25 dataset.

Positions of all 11 atoms, in Å:
O 1.67 -1.26 -0.12
C 0.96 -0.31 0.05
C -0.03 -0.30 1.19
N -1.21 -0.72 1.10
O -1.66 -1.08 -0.18
N 1.12 0.83 -0.79
O -0.03 1.58 -0.90
H 0.28 -0.26 2.20
H -2.56 -1.31 -0.06
H 1.29 0.32 -1.76
H 0.18 2.50 -0.71

As for the HOMO energy: -9.975 eV. As for the SMILES: O=C(/C=N\O)NO. The gap between HOMO and LUMO is 10.68 eV.

Atomic partial charges in e from the natural (NBO) method, atoms 1 to 8: number 1, O, carries -0.536; number 2, C, carries 0.610; number 3, C, carries -0.079; number 4, N, carries -0.081; number 5, O, carries -0.566; number 6, N, carries -0.340; number 7, O, carries -0.562; number 8, H, carries 0.225

***

Referenced to the most stable arrangement, the calculated values in eV are arrangement A 1.082; arrangement B 2.315; arrangement C 0.000.

***

Arrangement A

The following is a quantum chemistry calculation of the molecule C23H25N3O6S, from the OMol25 dataset.

Positions of all 58 atoms, in Å:
C 5.18 -4.46 -2.28
O 4.35 -4.87 -1.21
C 3.53 -3.96 -0.63
C 2.73 -4.45 0.42
C 1.86 -3.61 1.07
C 1.77 -2.28 0.68
S 0.64 -1.19 1.51
O -0.14 -1.93 2.46
O -0.10 -0.42 0.55
N 1.65 -0.15 2.39
C 1.11 1.20 2.36
C 1.32 1.78 0.95
O 2.22 1.31 0.26
N 0.54 2.79 0.55
C -0.48 3.42 1.35
C -1.92 2.92 1.14
O -2.86 3.67 1.34
N -2.04 1.64 0.78
C -3.34 1.02 0.60
C -3.30 -0.39 1.09
C -3.43 -1.58 0.44
C -3.26 -2.59 1.42
C -3.04 -1.94 2.59
O -3.06 -0.61 2.40
C 0.66 3.28 -0.82
C -0.54 2.92 -1.64
C -0.76 1.59 -2.00
C -1.88 1.24 -2.72
C -2.80 2.20 -3.09
C -2.60 3.52 -2.73
C -1.47 3.88 -2.01
C 2.54 -1.79 -0.35
C 3.42 -2.63 -1.01
H 5.87 -3.68 -1.97
H 5.74 -5.35 -2.57
H 4.58 -4.11 -3.13
H 2.83 -5.48 0.69
H 1.23 -3.95 1.88
H 2.56 -0.14 1.94
H 0.06 1.13 2.63
H 1.65 1.81 3.09
H -0.49 4.49 1.12
H -0.25 3.33 2.41
H -1.25 1.04 0.61
H -4.07 1.62 1.16
H -3.62 1.02 -0.46
H -3.63 -1.71 -0.60
H -3.31 -3.65 1.26
H -2.84 -2.29 3.58
H 0.80 4.37 -0.79
H 1.56 2.82 -1.23
H -0.05 0.84 -1.69
H -2.04 0.20 -2.99
H -3.68 1.92 -3.65
H -3.32 4.28 -3.01
H -1.32 4.91 -1.73
H 2.45 -0.75 -0.63
H 4.02 -2.23 -1.82

As for the HOMO energy: -8.105 eV. As for the SMILES: COc1ccc(S(=O)(=O)NCC(=O)N(CC(=O)NCc2ccco2)Cc2ccccc2)cc1. The gap between HOMO and LUMO is 8.64 eV.

Atomic partial charges in e from the natural (NBO) method, atoms 1 to 8: number 1, C, carries -0.255; number 2, O, carries -0.484; number 3, C, carries 0.343; number 4, C, carries -0.264; number 5, C, carries -0.143; number 6, C, carries -0.409; number 7, S, carries 2.301; number 8, O, carries -0.927

***

Arrangement B

The following is a quantum chemistry calculation of the molecule C23H25N3O6S, from the OMol25 dataset.

Positions of all 58 atoms, in Å:
C 4.96 2.63 0.04
O 4.54 1.64 0.95
C 3.73 0.65 0.52
C 3.32 -0.27 1.49
C 2.48 -1.31 1.15
C 2.04 -1.43 -0.15
S 0.91 -2.73 -0.59
O 1.27 -3.27 -1.88
O 0.74 -3.63 0.51
N -0.52 -1.86 -0.70
C -1.76 -2.55 -0.40
C -2.74 -1.59 0.24
O -3.80 -1.32 -0.33
N -2.42 -1.03 1.41
C -3.28 0.01 1.96
C -2.97 1.37 1.32
O -2.43 2.28 1.91
N -3.36 1.43 0.03
C -2.94 2.47 -0.87
C -1.81 2.02 -1.77
C -0.68 2.80 -1.93
C 0.36 2.38 -2.74
C 0.28 1.16 -3.40
C -0.85 0.38 -3.25
C -1.89 0.80 -2.44
C -1.15 -1.20 2.10
C -0.32 0.04 2.02
C 0.27 0.79 2.99
C 0.90 1.87 2.33
C 0.64 1.69 1.01
O -0.09 0.58 0.81
C 2.44 -0.55 -1.13
C 3.29 0.50 -0.80
H 5.56 2.20 -0.77
H 5.58 3.31 0.61
H 4.11 3.17 -0.38
H 3.68 -0.14 2.49
H 2.15 -2.03 1.88
H -0.56 -1.27 -1.51
H -2.24 -2.96 -1.30
H -1.51 -3.38 0.27
H -3.12 0.08 3.04
H -4.32 -0.26 1.75
H -3.78 0.59 -0.37
H -2.62 3.32 -0.26
H -3.80 2.78 -1.48
H -0.61 3.75 -1.42
H 1.24 3.00 -2.86
H 1.09 0.84 -4.04
H -0.93 -0.56 -3.78
H -2.77 0.19 -2.34
H -1.35 -1.41 3.16
H -0.61 -2.05 1.68
H 0.25 0.61 4.05
H 1.46 2.67 2.78
H 0.90 2.26 0.14
H 2.10 -0.69 -2.14
H 3.59 1.19 -1.57

As for the HOMO energy: -8.408 eV. As for the SMILES: COc1ccc(S(=O)(=O)NCC(=O)N(CC(=O)NCc2ccccc2)Cc2ccco2)cc1. The gap between HOMO and LUMO is 8.91 eV.

Atomic partial charges in e from the natural (NBO) method, atoms 1 to 8: number 1, C, carries -0.253; number 2, O, carries -0.487; number 3, C, carries 0.340; number 4, C, carries -0.239; number 5, C, carries -0.181; number 6, C, carries -0.295; number 7, S, carries 2.307; number 8, O, carries -0.931

***

Referenced to the most stable arrangement, the calculated values in eV are arrangement A 0.071; arrangement B 0.000.

***

Arrangement A

The following is a quantum chemistry calculation of C3H5B as an isolated structure, from the OMol25 dataset.

Positions of all 9 atoms, in Å:
B 1.40 0.02 -0.25
C -1.20 0.67 0.15
C -1.25 -0.50 -0.39
C 0.06 -0.08 0.46
H 2.20 -0.40 0.62
H 1.85 0.62 -1.53
H -1.51 1.66 0.25
H -1.72 -1.41 -0.80
H 0.17 -0.58 1.49

As for the HOMO energy: -9.644 eV. The gap between HOMO and LUMO is 10.04 eV.

Atomic partial charges in e from the natural (NBO) method, atoms 1 to 8: number 1, B, carries 0.424; number 2, C, carries -0.152; number 3, C, carries -0.121; number 4, C, carries -0.677; number 5, H, carries -0.085; number 6, H, carries -0.072; number 7, H, carries 0.230; number 8, H, carries 0.253

***

Arrangement B

The following is a quantum chemistry calculation of a 2-piece molecular cluster, C3H5B overall, from the OMol25 dataset.

Positions of all 9 atoms, in Å:
B 0.73 -1.20 -0.07
C -1.07 0.76 0.30
C -0.03 1.38 -0.12
C -0.12 -0.08 -0.59
H 1.24 -2.10 -0.60
H 1.08 -1.43 2.12
H -1.99 0.64 0.81
H 0.60 2.23 -0.23
H -0.45 -0.19 -1.63

As for the HOMO energy: -8.461 eV. The gap between HOMO and LUMO is 8.50 eV.

Atomic partial charges in e from the natural (NBO) method, atoms 1 to 8: number 1, B, carries 0.730; number 2, C, carries -0.106; number 3, C, carries -0.115; number 4, C, carries -0.781; number 5, H, carries -0.138; number 6, H, carries -0.290; number 7, H, carries 0.244; number 8, H, carries 0.241

***

Arrangement C

The following is a quantum chemistry calculation of the molecule C3H5B, from the OMol25 dataset.

Positions of all 9 atoms, in Å:
B -2.78 -0.17 -0.42
C 1.08 -0.62 -0.08
C -1.35 0.14 0.06
C 0.13 0.17 -0.50
H 2.11 -0.54 -0.52
H 0.90 -1.21 0.81
H -1.30 1.19 0.55
H -1.54 -0.56 0.94
H 0.42 0.70 -1.39

As for the HOMO energy: -8.526 eV. The gap between HOMO and LUMO is 8.81 eV.

Atomic partial charges in e from the natural (NBO) method, atoms 1 to 8: number 1, B, carries 0.496; number 2, C, carries -0.389; number 3, C, carries -1.122; number 4, C, carries -0.161; number 5, H, carries 0.210; number 6, H, carries 0.192; number 7, H, carries 0.295; number 8, H, carries 0.266

***

Referenced to the most stable arrangement, the calculated values in eV are arrangement A 0.000; arrangement B 2.040; arrangement C 0.151.

***

Arrangement A

The following is a quantum chemistry calculation of the molecule C2H4ClFN2, from the OMol25 dataset.

Positions of all 10 atoms, in Å:
N -1.63 0.34 -1.08
N -0.32 0.26 -0.77
C -0.10 -0.19 0.43
C 1.35 -0.10 0.63
F 1.92 -1.32 0.84
Cl 1.84 0.97 1.93
H -2.11 -0.43 -0.80
H -1.81 0.50 -2.12
H -0.89 -0.40 1.15
H 1.76 0.36 -0.21

As for the HOMO energy: -9.553 eV. As for the SMILES: N/N=C/[C@H](F)Cl. The gap between HOMO and LUMO is 10.40 eV.

Atomic partial charges in e from the natural (NBO) method, atoms 1 to 8: number 1, N, carries -0.623; number 2, N, carries -0.182; number 3, C, carries -0.065; number 4, C, carries 0.161; number 5, F, carries -0.339; number 6, Cl, carries -0.055; number 7, H, carries 0.345; number 8, H, carries 0.367

***

Arrangement B

The following is a quantum chemistry calculation of the molecule C2H4ClFN2, from the OMol25 dataset.

Positions of all 10 atoms, in Å:
N -1.81 -0.11 -0.94
N -1.71 -0.65 0.29
C -0.69 -0.40 1.03
C 0.48 0.39 0.69
F 0.11 1.48 -0.05
Cl 1.69 -0.50 -0.39
H -2.77 -0.20 -1.27
H -1.39 0.82 -0.97
H -0.73 -0.94 2.03
H 1.01 0.84 1.53

As for the HOMO energy: -9.346 eV. As for the SMILES: N/N=C\[C@H](F)Cl. The gap between HOMO and LUMO is 9.94 eV.

Atomic partial charges in e from the natural (NBO) method, atoms 1 to 8: number 1, N, carries -0.620; number 2, N, carries -0.166; number 3, C, carries -0.112; number 4, C, carries 0.172; number 5, F, carries -0.358; number 6, Cl, carries -0.079; number 7, H, carries 0.373; number 8, H, carries 0.376

***

Referenced to the most stable arrangement, the calculated values in eV are arrangement A 0.160; arrangement B 0.000.

***

Arrangement A

The following is a quantum chemistry calculation of C6H7FS as an isolated structure, from the OMol25 dataset.

Positions of all 15 atoms, in Å:
C -2.28 -0.58 0.43
C -0.83 0.12 0.32
C 0.19 1.01 -0.27
C 1.41 -0.08 -0.29
C 2.73 0.24 0.07
C -1.02 -1.17 -0.39
H -2.64 -0.78 1.44
H -0.57 0.03 1.35
H 0.35 1.97 0.38
H -0.17 1.29 -1.34
H 3.63 -0.42 0.03
H 2.96 1.19 0.11
H -1.33 -1.09 -1.39
F -3.18 -0.03 -0.37
S 0.75 -1.69 -0.08

As for the HOMO energy: -8.176 eV. The gap between HOMO and LUMO is 8.92 eV.

Atomic partial charges in e from the natural (NBO) method, atoms 1 to 8: number 1, C, carries 0.277; number 2, C, carries -0.305; number 3, C, carries -0.434; number 4, C, carries -0.162; number 5, C, carries -0.421; number 6, C, carries -0.397; number 7, H, carries 0.199; number 8, H, carries 0.203

***

Arrangement B

The following is a quantum chemistry calculation of the molecule C6H7FS, from the OMol25 dataset.

Positions of all 15 atoms, in Å:
C -0.68 -0.59 1.88
C -0.19 -0.41 0.68
C -0.09 1.05 0.07
S -1.75 1.75 -0.06
C 0.54 0.80 -1.27
C 0.79 -0.55 -1.46
C 0.63 -1.35 -0.26
F -0.07 -2.58 -0.64
H -1.04 0.23 2.70
H -0.59 -1.71 2.04
H 0.60 1.74 0.69
H -1.37 3.04 -0.40
H 0.53 1.58 -2.04
H 1.17 -1.25 -2.29
H 1.54 -1.76 0.35

As for the HOMO energy: -9.260 eV. As for the SMILES: C=C1[C@H](S)C=C[C@@H]1F. The gap between HOMO and LUMO is 9.84 eV.

Atomic partial charges in e from the natural (NBO) method, atoms 1 to 8: number 1, C, carries -0.373; number 2, C, carries -0.041; number 3, C, carries -0.428; number 4, S, carries 0.000; number 5, C, carries -0.154; number 6, C, carries -0.229; number 7, C, carries 0.123; number 8, F, carries -0.389

***

Referenced to the most stable arrangement, the calculated values in eV are arrangement A 2.573; arrangement B 0.000.